Record 1
Below is a 9-piece molecular cluster, C44H60F4O15 overall, with properties calculated with ωB97M-V/def2-TZVPD.

Element x y z (Å)
C -2.75 6.73 -2.19
C -2.18 6.02 -3.45
O -2.15 4.61 -3.19
C -2.17 3.80 -4.28
O -2.25 4.08 -5.44
O -2.13 2.51 -3.84
C -2.17 1.46 -4.79
H -3.83 6.69 -2.27
H -2.52 7.79 -2.13
H -2.43 6.31 -1.23
H -1.23 6.46 -3.74
H -2.80 6.25 -4.31
H -2.54 0.58 -4.27
H -1.18 1.23 -5.16
H -2.87 1.61 -5.62
C 6.96 -5.08 5.31
C 6.91 -3.54 5.41
O 5.63 -3.13 4.91
C 5.47 -1.83 4.44
O 6.31 -0.97 4.35
O 4.24 -1.59 4.12
C 3.15 -2.49 4.32
H 6.18 -5.47 5.96
H 7.97 -5.41 5.56
H 6.88 -5.43 4.28
H 7.76 -3.02 4.97
H 7.10 -3.18 6.42
H 3.18 -3.13 5.20
H 3.09 -3.12 3.43
H 2.18 -1.99 4.42
C 2.22 0.06 -3.50
C 2.59 -1.43 -3.13
O 3.64 -1.33 -2.12
C 4.22 -2.48 -1.70
O 3.67 -3.61 -1.82
O 5.34 -2.21 -0.91
C 6.06 -3.25 -0.31
H 3.21 0.49 -3.67
H 1.69 0.61 -2.72
H 1.62 0.07 -4.42
H 3.04 -2.06 -3.90
H 1.80 -2.00 -2.66
H 6.85 -2.77 0.27
H 6.46 -3.88 -1.10
H 5.37 -3.85 0.28
C -1.71 -0.13 -1.27
C -0.77 -0.80 -0.22
O 0.32 0.09 -0.14
C 1.46 -0.32 0.45
O 1.54 -1.38 1.10
O 2.41 0.64 0.34
C 3.65 0.50 1.02
H -1.27 0.42 -2.10
H -2.45 0.52 -0.79
H -2.33 -0.91 -1.71
H -0.41 -1.72 -0.67
H -1.21 -1.03 0.75
H 3.59 -0.23 1.83
H 4.05 1.47 1.32
H 4.41 0.13 0.34
C 0.91 3.70 -1.67
C 2.32 3.94 -1.14
O 3.18 2.83 -1.48
C 4.45 2.78 -1.12
O 5.21 1.84 -1.43
O 4.74 3.76 -0.29
C 6.01 3.77 0.32
H 0.68 4.05 -2.68
H 0.32 4.33 -1.01
H 0.54 2.69 -1.57
H 2.30 4.14 -0.07
H 2.75 4.78 -1.68
H 6.64 2.88 0.32
H 6.01 4.15 1.34
H 6.58 4.41 -0.35
F -1.40 -2.90 -4.98
C -1.73 -3.40 -3.76
C -3.02 -3.12 -3.20
C -3.26 -3.58 -1.91
C -2.28 -4.36 -1.25
C -1.05 -4.69 -1.85
C -0.73 -4.20 -3.10
H -3.70 -2.47 -3.72
H -4.27 -3.46 -1.54
H -2.42 -4.73 -0.25
H -0.29 -5.25 -1.32
H 0.22 -4.42 -3.56
F -5.12 -1.06 -1.74
C -5.37 0.10 -2.39
C -5.41 1.27 -1.63
C -5.69 2.49 -2.27
C -5.78 2.52 -3.67
C -5.58 1.36 -4.44
C -5.55 0.12 -3.78
H -5.31 1.18 -0.56
H -5.85 3.43 -1.77
H -6.07 3.45 -4.14
H -5.75 1.33 -5.51
H -5.44 -0.81 -4.32
F -6.11 0.49 5.44
C -5.61 0.33 4.18
C -4.63 1.20 3.75
C -4.14 1.14 2.48
C -4.49 0.11 1.64
C -5.39 -0.83 2.08
C -6.01 -0.71 3.29
H -4.33 1.89 4.54
H -3.36 1.83 2.19
H -4.11 -0.07 0.64
H -5.67 -1.66 1.45
H -6.71 -1.44 3.68
F 0.90 0.33 5.00
C -0.28 -0.34 4.86
C -0.83 -0.74 3.68
C -2.10 -1.33 3.56
C -2.82 -1.56 4.77
C -2.19 -1.29 5.95
C -0.95 -0.66 6.01
H -0.15 -0.57 2.85
H -2.55 -1.64 2.63
H -3.86 -1.85 4.68
H -2.80 -1.40 6.84
H -0.44 -0.43 6.93

Total charge: 0
HOMO energy (Eh): -0.336
Orbital gap (eV): 9.7
Maximum force (eV/Å): 3.83
2S+1: 1
LUMO level (eV): 0.508
DFT total energy (eV): -88181.309
Relative energy (zero: lowest compared OMol25 entry of this formula, charge and spin) (eV): 0.000
SMILES: CCOC(=O)OC.CCOC(=O)OC.CCOC(=O)OC.CCOC(=O)OC.CCOC(=O)OC.Fc1ccccc1.Fc1ccccc1.Fc1ccccc1.Fc1ccccc1

=====

Record 2
Below is C44H60N4O6PSV as an isolated structure, with properties calculated with ωB97M-V/def2-TZVPD.

Element x y z (Å)
V -0.04 0.54 0.73
C 0.45 1.62 -4.90
C 0.89 0.80 -3.68
C 1.41 -0.57 -4.13
C 1.90 1.56 -2.85
C 3.18 1.72 -3.35
C 4.17 2.38 -2.63
C 3.86 2.90 -1.39
C 2.58 2.79 -0.86
C 2.28 3.39 0.50
C 3.00 2.64 1.62
C 2.61 4.88 0.54
C 1.59 2.10 -1.58
N 0.33 1.83 -0.98
C -0.77 2.31 -1.59
O -0.87 3.17 -2.46
C -2.01 1.54 -1.16
C -3.30 1.68 -1.64
C -4.24 0.71 -1.28
C -3.87 -0.39 -0.51
C -2.56 -0.46 -0.08
N -1.72 0.52 -0.37
C -1.87 -1.64 0.57
O -2.54 -2.51 1.12
N -0.51 -1.58 0.39
C 0.25 -2.74 0.55
C 1.59 -2.65 1.02
C 2.27 -3.81 1.37
C 1.71 -5.07 1.19
C 0.50 -5.15 0.53
C -0.22 -4.02 0.15
C -1.37 -4.22 -0.82
C -2.44 -5.18 -0.29
C -0.81 -4.72 -2.16
C 2.37 -1.35 0.96
C 2.70 -1.03 -0.51
C 3.65 -1.32 1.80
H -0.32 1.09 -5.46
H 1.31 1.79 -5.56
H 0.06 2.58 -4.58
H 0.01 0.61 -3.06
H 2.26 -0.47 -4.80
H 0.63 -1.11 -4.66
H 1.73 -1.18 -3.28
H 3.42 1.32 -4.32
H 5.17 2.48 -3.04
H 4.62 3.42 -0.82
H 1.22 3.27 0.69
H 4.09 2.70 1.51
H 2.73 1.58 1.63
H 2.73 3.05 2.60
H 3.68 5.07 0.40
H 2.32 5.30 1.51
H 2.07 5.42 -0.24
H -3.54 2.50 -2.30
H -5.26 0.80 -1.62
H -4.56 -1.18 -0.26
H 3.27 -3.74 1.78
H 2.24 -5.96 1.49
H 0.11 -6.13 0.26
H -1.85 -3.27 -1.02
H -2.04 -6.19 -0.16
H -3.27 -5.25 -1.01
H -2.83 -4.82 0.66
H -0.33 -5.69 -2.05
H -0.07 -4.02 -2.55
H -1.62 -4.81 -2.89
H 1.77 -0.52 1.35
H 3.31 -1.83 -0.94
H 3.24 -0.08 -0.60
H 1.78 -0.95 -1.09
H 4.40 -2.00 1.39
H 3.44 -1.60 2.83
H 4.07 -0.32 1.79
S 0.56 -0.31 3.73
C 0.53 -1.96 4.03
N 1.51 -2.52 4.81
C 1.61 -3.84 5.12
C 0.68 -4.71 4.66
C -0.37 -4.21 3.86
C -0.45 -2.88 3.56
H 2.20 -1.86 5.14
H 2.45 -4.12 5.74
H 0.77 -5.76 4.89
H -1.12 -4.88 3.46
H -1.26 -2.50 2.95
C -2.43 0.97 5.54
C -2.21 2.45 5.25
C -1.55 3.13 6.45
C -3.52 3.13 4.91
O -1.24 2.60 4.19
P -1.55 2.33 2.64
O -2.51 1.23 2.42
O -0.17 2.21 2.00
O -2.26 3.68 2.14
C -1.65 4.97 1.88
C -1.18 4.98 0.43
C -0.50 5.27 2.84
C -2.78 5.97 2.08
H -3.11 0.85 6.38
H -1.48 0.49 5.78
H -2.84 0.48 4.65
H -2.19 3.03 7.33
H -1.39 4.19 6.24
H -0.59 2.66 6.65
H -4.20 3.06 5.76
H -3.99 2.66 4.04
H -3.36 4.19 4.68
H -0.43 4.21 0.27
H -0.75 5.95 0.18
H -2.01 4.79 -0.24
H 0.30 4.53 2.72
H -0.84 5.24 3.87
H -0.10 6.26 2.62
H -3.62 5.71 1.44
H -2.43 6.98 1.83
H -3.11 5.97 3.12

Total charge: -1
HOMO energy (spin up / spin down) (Eh): -0.152 / -0.188
Orbital gap (spin up / spin down) (eV): 6.3 / 7.3
Maximum force (eV/Å): 0.22
2S+1: 4
LUMO level (spin up / spin down) (eV): 2.204 / 2.203
DFT total energy (eV): -110669.586
Relative energy (zero: lowest compared OMol25 entry of this formula, charge and spin) (eV): 0.000

=====

Record 3
Below is C44H65ClI2N4O9PRbS as an isolated structure, with properties calculated with ωB97M-V/def2-TZVPD.

Element x y z (Å)
Rb -0.47 1.67 -0.21
N -2.40 2.64 3.45
C -2.63 2.55 2.11
O -2.57 1.47 1.54
C -2.94 3.85 1.42
C -1.68 4.72 1.43
H -2.05 1.83 3.93
H -2.25 3.54 3.87
H -3.77 4.35 1.93
H -3.26 3.64 0.40
H -0.81 4.17 1.79
H -1.80 5.59 2.08
O 2.41 6.44 1.22
C 3.01 6.61 0.05
O 3.71 7.57 -0.15
C 2.78 5.56 -0.98
C 3.10 5.67 -2.31
Cl 3.77 6.99 -3.15
N 2.75 4.52 -2.92
N 2.24 3.65 -2.04
C 2.24 4.26 -0.87
C 1.78 3.49 0.34
O 1.38 4.12 1.35
O 1.85 2.24 0.28
C 2.86 4.14 -4.29
C 4.04 4.34 -4.99
C 4.12 3.91 -6.30
C 3.05 3.26 -6.90
C 1.88 3.06 -6.19
C 1.78 3.50 -4.88
H 1.91 5.56 1.28
H 4.88 4.82 -4.52
H 5.05 4.05 -6.85
H 3.12 2.92 -7.93
H 1.04 2.54 -6.63
H 0.87 3.37 -4.31
C -3.88 -2.21 -3.83
C -3.54 -1.01 -2.94
C -4.82 -0.26 -2.57
C -2.75 -1.52 -1.75
C -3.33 -1.76 -0.51
C -2.61 -2.35 0.53
C -3.38 -2.73 1.78
C -4.27 -3.96 1.50
C -4.26 -1.59 2.31
C -1.27 -2.72 0.34
C -0.72 -2.59 -0.95
C -1.44 -1.95 -1.94
C 0.56 -3.31 -1.33
C 1.39 -2.61 -2.41
C 0.18 -4.71 -1.85
C -0.51 -3.47 1.40
C -0.77 -4.85 1.41
C -0.11 -5.73 2.24
C 0.84 -5.23 3.11
C 1.08 -3.87 3.14
C 0.42 -2.96 2.32
P 0.81 -1.14 2.57
C 2.73 -1.14 2.81
C 3.37 -1.57 4.14
C 3.15 0.34 2.64
C 3.37 -1.97 1.67
C 0.09 -0.93 4.35
C 0.54 0.45 4.84
C 0.31 -1.98 5.45
C -1.42 -0.86 4.10
H -4.50 -1.89 -4.67
H -4.43 -2.96 -3.26
H -2.98 -2.66 -4.23
H -2.89 -0.35 -3.52
H -5.56 -0.93 -2.12
H -5.27 0.16 -3.47
H -4.62 0.55 -1.88
H -4.37 -1.51 -0.35
H -2.67 -3.02 2.56
H -4.95 -3.75 0.68
H -4.85 -4.22 2.39
H -3.66 -4.82 1.22
H -5.18 -1.50 1.73
H -3.73 -0.64 2.25
H -4.54 -1.77 3.35
H -0.99 -1.82 -2.92
H 1.17 -3.44 -0.43
H 1.00 -2.83 -3.41
H 2.42 -2.96 -2.37
H 1.39 -1.53 -2.29
H -0.46 -4.61 -2.73
H -0.36 -5.29 -1.11
H 1.08 -5.26 -2.13
H -1.51 -5.23 0.72
H -0.34 -6.78 2.21
H 1.39 -5.90 3.77
H 1.83 -3.50 3.83
H 2.95 -1.04 4.99
H 4.43 -1.31 4.09
H 3.32 -2.64 4.33
H 2.99 0.90 3.56
H 2.59 0.84 1.85
H 4.21 0.39 2.39
H 2.72 -2.78 1.34
H 4.31 -2.42 2.02
H 3.62 -1.34 0.82
H 1.57 0.44 5.20
H -0.09 0.78 5.68
H 0.46 1.18 4.04
H 1.36 -2.10 5.71
H -0.09 -2.95 5.15
H -0.22 -1.66 6.35
H -1.64 -0.23 3.24
H -1.95 -0.47 4.98
H -1.81 -1.86 3.90
O 3.89 0.52 -0.91
H 3.44 1.24 -0.44
H 3.39 0.45 -1.74
O -2.66 1.98 -1.37
H -2.25 1.40 -2.04
H -2.70 1.45 -0.56
O 1.12 -0.48 -0.07
H 1.37 0.45 0.11
H 1.87 -0.79 -0.59
O 1.83 0.76 -2.77
H 1.28 0.58 -3.56
H 1.91 1.73 -2.71
I -1.16 5.40 -0.55
I -0.42 6.50 -3.45
S -0.49 0.20 -4.91
C -0.25 -1.08 -5.91
N -0.10 -1.99 -6.62

Total charge: -2
HOMO energy (Eh): -0.098
Orbital gap (eV): 5.7
Maximum force (eV/Å): 1.12
2S+1: 1
LUMO level (eV): 3.031
DFT total energy (eV): -120582.122

=====

The highest 2S+1 belongs to which entry?
C44H60N4O6PSV

=====

Among the records above, which one has the highest 2S+1?
C44H60N4O6PSV